# CH5N3

One molecule with the formula CH5N3 in a non-equilibrium geometry (ωB97M-V/def2-TZVPD, OMol25).

Values from the calculation:
Maximum force ... 1.28 eV/A
SMILES ... N=C(N)N
Gap between HOMO and LUMO ... 10.1 eV
Spin multiplicity ... 1
Net charge ... 0
LUMO energy ... 0.91 eV

Positions of all 9 atoms, in Å:
N -0.1947 0.1804 1.2804
C 0.0230 0.0895 -0.0785
N 0.0306 -1.2736 -0.4687
N 0.2848 1.0007 -0.9098
H -0.3137 1.0482 1.7811
H -0.4295 -0.6560 1.7540
H -0.8302 -1.7322 -0.2420
H 0.0711 -1.3056 -1.4829
H 0.3114 1.9047 -0.4455

Forces on the atoms, in the same order (eV/Å):
-0.005 0.719 -0.198
0.008 -1.026 0.762
0.029 0.523 -0.880
0.015 0.573 -0.228
0.016 -0.166 -0.416
-0.066 -0.487 0.475
-0.434 -0.270 0.518
0.342 0.087 0.068
0.094 0.047 -0.100



# CH5N3

CH5N3 as an isolated structure in a non-equilibrium geometry (ωB97M-V/def2-TZVPD, OMol25).

Values from the calculation:
Maximum force ... 5.97 eV/A
Gap between HOMO and LUMO ... 9.5 eV
Spin multiplicity ... 1
Net charge ... 0
LUMO energy ... 0.75 eV

Positions of all 9 atoms, in Å:
C -1.1903 0.1727 -0.3714
N 1.4386 0.5275 0.5569
N 1.4794 -0.6673 -0.1664
N 0.7374 0.4787 -0.5831
H -1.4441 0.2943 -1.4634
H -1.1053 -0.7487 0.2367
H -1.6580 0.9279 0.0934
H 0.9964 0.3906 1.5206
H 0.7458 -1.3757 0.1768

Forces on the atoms, in the same order (eV/Å):
4.982 -1.843 -2.733
1.411 1.064 4.834
-0.796 -3.305 -0.777
-5.177 0.633 -1.712
0.200 -1.320 1.262
-0.650 0.274 -1.013
-1.113 2.912 2.159
-0.136 0.380 -1.797
1.279 1.206 -0.224



# CH5N3O

One molecule with the formula CH5N3O in a non-equilibrium geometry (ωB97M-V/def2-TZVPD, OMol25).

Values from the calculation:
Maximum force ... 3.92 eV/A
SMILES ... C=NONN
Gap between HOMO and LUMO ... 9.5 eV
Spin multiplicity ... 1
Net charge ... 0
LUMO energy ... 0.67 eV

Positions of all 10 atoms, in Å:
N 1.1275 0.9729 -0.2002
N 0.6178 0.5683 -1.4307
C -0.9844 -1.0099 1.0319
O 0.0771 0.9744 0.7781
N 0.1427 -0.4206 1.1106
H 1.4823 -0.0584 0.2792
H -0.3453 0.2724 -1.5821
H 0.7730 1.2634 -2.1544
H -1.9156 -0.4739 1.1677
H -0.9750 -2.0885 0.9999

Forces on the atoms, in the same order (eV/Å):
1.169 -3.293 1.767
-0.015 0.058 -2.327
0.568 0.378 1.017
-0.533 -0.056 0.881
-1.664 -0.452 -0.630
0.301 3.291 -2.076
0.156 -0.198 1.152
0.133 0.275 0.548
-0.168 0.159 -0.761
0.054 -0.162 0.430



# CH5N3O2

A 2-piece molecular cluster, CH5N3O2 overall in a non-equilibrium geometry (ωB97M-V/def2-TZVPD, OMol25).

Values from the calculation:
Maximum force ... 2.60 eV/A
SMILES ... [H]/N=C/N.O=NO
Gap between HOMO and LUMO ... 10.2 eV
Spin multiplicity ... 1
Net charge ... 0
LUMO energy ... 0.82 eV

Positions of all 11 atoms, in Å:
C 0.8580 -0.2933 0.3436
N -0.3235 -0.8088 0.2452
N 1.0691 1.0515 0.2535
N -2.4812 0.3033 0.5238
O -3.0681 -0.7665 -0.0818
O -2.3458 1.3093 -0.1049
H 1.8583 -0.6786 0.5158
H -0.2353 -1.8305 0.2920
H -3.1608 -0.7449 -1.0743
H 0.3797 1.5289 -0.2792
H 1.9092 1.4714 0.4852

Forces on the atoms, in the same order (eV/Å):
-0.301 0.844 0.314
2.522 -0.539 -0.296
-2.306 -0.963 -0.730
-0.303 1.600 0.098
-0.373 -0.444 -0.867
-0.371 -1.715 -0.017
-0.219 -1.539 0.318
-0.175 0.373 0.045
0.328 0.834 0.888
-0.385 0.889 0.059
1.583 0.660 0.188